Density functional theory data (ωB97M-V/def2-TZVPD) for a structure of composition C40H42FN6O5S4SiTi.

Properties
- energy relative to the best compared isomer or geometry (same formula, charge and spin) (eV) = 0.000
- LUMO (spin up / spin down) (eV) = -0.10 / -0.19
- spin multiplicity = 2
- F_max (eV/Å) = 0.61
- orbital gap (spin up / spin down) (hartree) = 0.26437 / 0.27082

CARTESIAN COORDINATES (ANGSTROEM)
Ti1 -0.602 0.364 -0.537
S1 -2.641 3.254 2.573
C1 -1.026 3.882 2.413
C2 -0.423 4.932 3.100
C3 0.860 5.293 2.739
C4 1.530 4.628 1.706
C5 0.941 3.579 1.029
C6 -0.348 3.193 1.400
N1 -1.095 2.187 0.803
C7 -2.305 2.140 1.284
C8 -3.288 1.235 0.695
C9 -4.612 1.212 1.134
C10 -5.523 0.397 0.483
C11 -5.086 -0.369 -0.593
C12 -3.757 -0.338 -1.000
C13 -2.795 0.465 -0.379
H1 -0.948 5.454 3.889
H2 1.346 6.111 3.252
H3 2.530 4.943 1.433
H4 1.457 3.045 0.245
H5 -4.937 1.825 1.968
H6 -6.557 0.368 0.798
H7 -5.794 -0.998 -1.121
H8 -3.458 -0.961 -1.834
C14 3.650 -1.284 -1.424
C15 3.335 0.092 -1.898
N2 2.147 0.620 -1.949
C16 2.193 1.886 -2.455
C17 3.438 2.349 -2.770
S2 4.592 1.139 -2.441
C18 0.953 2.637 -2.667
C19 0.896 3.733 -3.472
S3 -0.666 4.399 -3.439
C20 -1.169 3.191 -2.343
N3 -0.243 2.302 -2.041
C21 -2.561 3.290 -1.817
H9 2.825 -1.658 -0.826
H10 4.554 -1.280 -0.818
H11 3.792 -1.957 -2.272
H12 3.715 3.321 -3.142
H13 1.687 4.136 -4.080
H14 -3.152 3.944 -2.458
H15 -2.552 3.714 -0.813
H16 -3.037 2.317 -1.764
O1 -1.044 -0.887 1.145
S4 -1.720 -0.951 2.483
C22 -3.122 -2.088 2.237
C23 -2.919 -3.273 3.174
C24 -1.414 -3.526 3.195
C25 -0.773 -2.167 3.434
H17 -3.010 -2.378 1.189
H18 -4.057 -1.545 2.356
H19 -3.483 -4.136 2.820
H20 -3.280 -3.035 4.178
H21 -1.093 -3.920 2.230
H22 -1.119 -4.237 3.967
H23 0.258 -2.044 3.098
H24 -0.854 -1.860 4.480
C26 -2.243 0.399 -4.119
Si1 -0.910 -0.868 -3.700
C27 0.689 -0.335 -4.550
C28 -1.391 -2.470 -4.571
N4 -0.712 -1.063 -1.970
C29 -0.716 -2.361 -1.414
C30 -1.767 -3.267 -1.609
C31 -1.730 -4.542 -1.064
C32 -0.652 -4.952 -0.293
C33 0.374 -4.048 -0.046
C34 0.335 -2.775 -0.590
H25 -1.933 1.050 -4.940
H26 -2.497 1.023 -3.266
H27 -3.163 -0.105 -4.425
H28 0.633 -0.640 -5.598
H29 1.565 -0.808 -4.108
H30 0.845 0.744 -4.536
H31 -1.268 -2.286 -5.642
H32 -2.427 -2.765 -4.410
H33 -0.755 -3.315 -4.303
H34 -2.626 -2.968 -2.192
H35 -2.555 -5.220 -1.250
H36 -0.616 -5.954 0.115
H37 1.212 -4.324 0.583
H38 1.111 -2.069 -0.331
F1 4.256 -1.030 5.953
C35 4.603 -0.734 4.696
C36 3.802 -0.022 3.900
N5 4.152 0.309 2.612
C37 3.168 0.967 1.768
C38 1.977 0.056 1.418
O2 1.905 -1.057 1.931
O3 1.174 0.607 0.602
C39 5.316 -0.156 2.044
O4 5.636 0.047 0.888
N6 6.124 -0.879 2.900
C40 5.885 -1.240 4.222
O5 6.675 -1.899 4.858
H39 2.836 0.331 4.232
H40 3.665 1.290 0.855
H41 2.798 1.858 2.278
H42 6.988 -1.211 2.498

Löwdin population analysis, charges in e, atoms 1 to 99: number 1, Ti, carries 1.0209; number 2, S, carries 1.1294; number 3, C, carries -0.4482; number 4, C, carries -0.0879; number 5, C, carries -0.0861; number 6, C, carries -0.0744; number 7, C, carries -0.0188; number 8, C, carries -0.2742; number 9, N, carries 0.0241; number 10, C, carries -0.5603; number 11, C, carries -0.3105; number 12, C, carries -0.0630; number 13, C, carries -0.0940; number 14, C, carries -0.0749; number 15, C, carries -0.1107; number 16, C, carries -0.1694; number 17, H, carries 0.1081; number 18, H, carries 0.1038; number 19, H, carries 0.1072; number 20, H, carries 0.1000; number 21, H, carries 0.0937; number 22, H, carries 0.1000; number 23, H, carries 0.1028; number 24, H, carries 0.0722; number 25, C, carries -0.0491; number 26, C, carries -0.6211; number 27, N, carries 0.0829; number 28, C, carries -0.3637; number 29, C, carries -0.3423; number 30, S, carries 1.0883; number 31, C, carries -0.3334; number 32, C, carries -0.3407; number 33, S, carries 1.1094; number 34, C, carries -0.6190; number 35, N, carries 0.0682; number 36, C, carries -0.0670; number 37, H, carries 0.0543; number 38, H, carries 0.0625; number 39, H, carries 0.0903; number 40, H, carries 0.0720; number 41, H, carries 0.0792; number 42, H, carries 0.0814; number 43, H, carries 0.0862; number 44, H, carries 0.0549; number 45, O, carries -0.5774; number 46, S, carries 1.0319; number 47, C, carries -0.2776; number 48, C, carries -0.2208; number 49, C, carries -0.2145; number 50, C, carries -0.2849; number 51, H, carries 0.0979; number 52, H, carries 0.0854; number 53, H, carries 0.1171; number 54, H, carries 0.1126; number 55, H, carries 0.0933; number 56, H, carries 0.1180; number 57, H, carries 0.0751; number 58, H, carries 0.0953; number 59, C, carries -0.1539; number 60, Si, carries 0.4312; number 61, C, carries -0.1595; number 62, C, carries -0.1761; number 63, N, carries -0.1799; number 64, C, carries -0.3696; number 65, C, carries -0.0713; number 66, C, carries -0.0905; number 67, C, carries -0.1192; number 68, C, carries -0.0888; number 69, C, carries -0.0484; number 70, H, carries 0.0349; number 71, H, carries -0.0143; number 72, H, carries 0.0327; number 73, H, carries 0.0301; number 74, H, carries 0.0225; number 75, H, carries 0.0132; number 76, H, carries 0.0302; number 77, H, carries 0.0230; number 78, H, carries 0.0373; number 79, H, carries 0.0885; number 80, H, carries 0.0999; number 81, H, carries 0.0967; number 82, H, carries 0.1100; number 83, H, carries 0.0677; number 84, F, carries 0.0877; number 85, C, carries -0.1846; number 86, C, carries 0.0468; number 87, N, carries 0.0081; number 88, C, carries -0.0251; number 89, C, carries -0.6027; number 90, O, carries 0.0374; number 91, O, carries -0.1479; number 92, C, carries -0.4539; number 93, O, carries 0.0601; number 94, N, carries 0.2195; number 95, C, carries -0.4009; number 96, O, carries 0.1012; number 97, H, carries 0.1536; number 98, H, carries 0.1249; number 99, H, carries 0.1267